Here is an isolated molecule of C4H9NO in a non-equilibrium geometry from the Open Molecules 2025 dataset. Energies are from wB97M-V/def2-TZVPD.

Results
**E**: -287.72395 hartree
**E_HOMO**: -9.7 eV
**ΔE to the lowest compared entry with this formula, charge and spin**: 284.9 kJ/mol
**Structure (SMILES)**: [H]/N=C(\C)COC

Each atom is followed by the atoms it is bonded to, with distances in Å.
Atoms and positions in Å:
1 C 1.351 0.210 -0.329  C4 1.545, O5 1.392, H8 1.098, H9 1.096
2 C -0.724 1.050 -1.297  O5 1.618, H10 1.091, H11 1.090, H12 1.090
3 C -0.477 -1.397 0.640  C4 1.513, H13 1.092, H14 1.093, H15 1.091
4 C 0.346 -0.136 0.792  C1 1.545, C3 1.513, N6 1.300
5 O 0.609 0.158 -1.506  C1 1.392, C2 1.618
6 N 0.500 0.475 1.929  C4 1.300, H7 1.026
7 H -0.270 0.259 2.571  N6 1.026
8 H 1.733 1.224 -0.157  C1 1.098
9 H 2.181 -0.506 -0.325  C1 1.096
10 H -1.481 1.025 -0.511  C2 1.091
11 H -1.273 0.731 -2.183  C2 1.090
12 H -0.360 2.070 -1.415  C2 1.090
13 H 0.122 -2.198 0.203  C3 1.092
14 H -0.910 -1.721 1.589  C3 1.093
15 H -1.346 -1.245 -0.002  C3 1.091

Results of the Mulliken charge analysis, in e, for atoms 1 through 8: number 1, C, carries -0.5667; number 2, C, carries -0.8126; number 3, C, carries -1.1116; number 4, C, carries 0.8365; number 5, O, carries -0.3849; number 6, N, carries -0.7677; number 7, H, carries 0.2374; number 8, H, carries 0.3030